C4H14NO2 | the ωB97M-V functional and the def2-TZVPD basis

Results
Highest occupied orbital energy   -15.178 eV
Largest force on an atom   2.31 eV/Å
Relative energy (zero: lowest compared OMol25 entry of this formula, charge and spin)   48.7 kcal per mole
E   -9952.648 eV
Multiplicity   1
Net charge   +1
HOMO-LUMO gap   10.3 eV

Last column: Mulliken charge in e.
Atoms and positions in Å:
C  -1.19  -0.61  2.98  -1.16
C  0.02  -0.09  2.18  -0.44
C  0.36  -0.90  0.96  -0.55
C  -1.26  -1.17  -0.83  -0.22
N  -0.38  -0.45  -0.25  0.12
H  -2.10  -0.85  2.43  0.31
H  -0.89  -1.52  3.50  0.34
H  -1.39  0.10  3.78  0.34
H  0.05  1.00  2.23  0.42
H  0.83  -0.35  2.87  0.27
H  1.40  -0.80  0.66  0.25
H  0.06  -1.93  1.12  0.39
H  -1.17  -2.25  -0.91  0.30
H  -1.94  -0.64  -1.50  0.28
H  -0.02  0.34  -0.80  0.35
H  2.55  0.82  -1.40  0.32
H  1.49  1.25  -2.39  0.33
O  1.59  0.88  -1.50  -0.64
H  1.35  2.58  -4.74  0.32
H  -0.10  2.23  -4.40  0.31
O  0.76  2.36  -4.00  -0.66